(1)
114
Properties=species:S:1:pos:R:3:forces:R:3:lowdin_spin:R:1 method="wB97M-V/def2-TZVPD" spin_multiplicity=2 homo_ha="-0.374 / -0.374" charge=+1 e_above_lowest_kj_mol=103.8 s2=0.7595
H -0.036261 -1.373625 4.427026 0.03 0.02 -0.01 0.000
C 1.865247 -1.641853 0.930190 -0.15 0.21 -0.10 0.002
H -1.747980 -4.161025 1.646307 -0.01 0.01 -0.01 0.000
H 0.816715 2.705512 0.933110 -0.08 -0.06 -0.01 0.000
C 3.626911 4.552408 1.253898 0.00 -0.02 0.02 0.000
N -2.284223 1.612384 -1.728827 -0.75 0.95 -1.22 -0.011
C 0.238707 1.862995 -4.303979 0.00 -0.09 -0.03 0.001
H -3.540592 -2.878031 0.238747 0.01 0.02 0.01 0.000
C 5.528199 -1.916496 3.739368 -0.02 0.01 -0.04 0.000
P -1.941663 -1.342934 2.066342 -0.36 -0.05 0.42 0.003
C 0.050770 -0.522873 -4.501141 0.10 -0.02 -0.01 0.000
C -0.261922 -4.934378 2.970881 0.00 0.02 0.02 0.000
H 6.230149 -2.648284 3.360008 0.00 0.00 0.00 0.000
C -2.874641 -2.766643 -3.520899 0.02 -0.05 0.03 0.005
C -2.717926 0.882495 -2.695798 -0.10 0.04 -0.08 0.079
C 5.366786 1.299599 -1.471210 -0.02 0.01 0.00 0.000
C 5.700546 -1.379828 5.005813 0.00 0.02 0.03 0.000
C 5.767789 1.413555 -2.792005 -0.02 0.00 0.00 0.000
C 4.442606 3.611108 1.868282 0.00 0.02 -0.05 0.000
C -2.555521 -0.571409 -2.642018 0.08 -0.26 -0.07 0.007
H -0.340820 -5.940120 2.579254 0.00 0.00 0.00 0.000
H -5.778786 -3.864435 0.324464 0.00 0.01 0.00 0.000
B -5.470170 0.439344 -0.465208 0.21 -0.15 0.14 0.002
H -2.793258 3.263614 0.292217 0.05 0.00 -0.01 0.001
F -5.241497 1.716632 -0.779290 -0.06 0.04 -0.06 0.000
O -3.042584 2.164778 2.463682 0.04 0.20 0.09 -0.002
Sb 1.824425 0.072271 2.334135 0.00 0.05 0.11 0.001
C 2.326098 4.214171 0.912654 -0.02 -0.07 -0.01 0.000
C -0.182205 2.005461 -5.619195 -0.01 -0.03 0.00 0.000
H 6.094360 1.352208 -0.670925 -0.01 0.00 0.00 0.000
H 1.237679 -5.443684 4.421343 0.00 0.01 -0.01 0.000
H 5.115603 1.408656 -4.835783 -0.01 0.01 0.00 0.000
H 2.770699 1.085330 -4.301935 -0.09 -0.02 -0.05 0.000
C 3.475628 1.149133 -3.487613 -0.03 0.06 0.10 0.000
H -6.346012 -2.220041 4.233902 0.00 -0.01 0.00 0.000
H -7.206794 -3.530908 2.322874 0.00 0.01 -0.01 0.000
H -3.247065 1.326305 -3.533091 0.04 -0.09 -0.10 0.003
H 6.532636 -1.696728 5.620812 0.00 0.00 0.00 0.000
H 6.811795 1.559386 -3.036337 -0.01 0.00 -0.01 0.000
C -4.447605 -1.840840 3.324976 -0.02 -0.07 0.10 0.000
H 1.362922 -3.150781 5.342766 0.00 0.00 -0.01 0.000
H -0.920724 0.243510 3.587085 0.01 0.00 -0.06 0.000
F -3.684996 0.068383 0.250902 -0.40 0.18 -0.28 0.022
F -6.152295 0.136353 0.625737 -0.07 0.02 -0.07 0.000
C 1.846966 2.934936 1.173507 0.03 0.07 -0.04 0.000
C -5.408890 -3.302759 1.172442 0.00 0.00 0.03 0.000
H 0.867959 -2.250566 -1.705614 0.04 -0.02 -0.05 0.000
C -0.379291 -0.382526 -5.816039 0.01 0.02 0.03 0.000
C -1.050118 -3.925231 2.442289 0.05 0.02 -0.05 0.000
N -1.855539 -1.063494 -1.592651 -0.18 -0.66 -1.07 0.016
H 0.166377 -1.519197 -4.084468 -0.03 0.01 -0.01 0.000
H -2.657651 0.105253 3.979399 0.02 0.00 0.05 0.000
H -2.067064 3.129376 -3.943158 -0.03 0.03 0.04 0.000
C -6.209327 -3.113453 2.289584 0.03 0.00 -0.01 0.000
Sb 1.012675 0.465105 -1.708311 0.88 0.07 0.07 0.001
H 1.672856 4.947185 0.454988 0.02 0.00 0.00 0.000
C 4.816935 1.332754 -3.797984 -0.02 0.01 0.00 0.000
H -0.823093 0.993851 -7.400927 0.00 0.00 0.00 0.000
C -2.400780 5.065761 -3.107817 -0.01 -0.02 0.03 0.001
H 2.315066 -1.694869 -2.560551 -0.03 -0.02 -0.05 0.000
H 4.938334 -0.007774 6.469853 0.00 0.00 0.00 0.000
H 0.795114 -1.859431 0.839867 0.01 -0.01 -0.03 0.001
H 4.002361 5.547454 1.053474 -0.01 0.00 0.01 0.000
C -2.653544 3.762771 -0.658848 -0.06 0.00 0.11 -0.004
C -2.774185 5.140064 -0.724226 0.00 0.00 -0.02 0.001
H -3.650871 -0.971716 -4.426638 0.01 -0.04 0.00 0.000
C -0.098503 -2.360360 3.991884 -0.06 -0.01 0.09 0.000
C 2.670030 1.972789 1.754200 0.04 -0.18 -0.10 0.000
C -0.498797 0.882195 -6.374569 0.00 0.01 0.01 0.000
C -2.637817 5.784116 -1.945155 0.01 -0.03 0.01 -0.006
C -4.138315 -2.751300 1.134297 0.01 0.00 -0.06 0.000
H -0.607973 -1.260470 -6.407495 0.00 0.00 0.00 0.000
H 4.348925 -1.935528 1.958619 0.00 -0.02 0.00 0.000
H 0.492428 2.747687 -3.728489 0.00 0.00 0.00 0.000
H 5.454249 3.872713 2.152091 -0.01 0.00 0.00 0.000
C -2.288295 3.687963 -3.042409 0.03 -0.01 -0.09 -0.005
C -5.725975 -2.380142 3.361915 0.02 0.01 -0.01 0.000
H -1.938661 -4.324275 -2.356167 0.00 0.01 0.01 0.000
C -0.969613 -2.622281 2.939777 0.15 0.02 -0.14 -0.001
H 2.773514 -2.951798 -0.483188 0.12 0.02 0.07 0.000
C 1.716007 -1.565558 -1.659073 -0.18 -0.01 0.13 0.002
C -2.186188 1.351867 2.307083 0.34 -0.12 0.09 0.001
C 4.455832 -1.513655 2.951057 0.03 0.08 0.02 0.000
H -4.101899 -1.289842 4.188648 0.03 0.02 -0.01 0.000
C -2.411810 3.040469 -1.818884 0.07 -0.18 0.04 0.002
H -0.255897 2.992398 -6.058910 0.00 0.00 -0.01 0.000
C -1.651000 -2.383642 -1.515297 0.09 0.10 0.13 0.009
H 3.044045 0.711691 5.080395 -0.01 -0.01 0.01 0.000
C 4.025441 1.114541 -1.161988 -0.10 -0.01 0.19 0.000
C 3.969507 2.330501 2.115565 0.00 -0.04 -0.05 0.000
H 2.245508 -2.353994 1.665767 -0.07 -0.09 -0.01 0.000
Br -2.763786 7.659788 -2.026096 -0.02 0.04 -0.01 -0.002
C 3.546771 -0.568283 3.419563 -0.02 -0.07 0.12 0.000
C 0.621020 -4.656898 4.007426 -0.02 0.00 0.00 0.000
C 3.057962 1.049725 -2.158089 -0.10 0.05 -0.19 0.000
C 2.553391 -1.880281 -0.417541 0.07 -0.08 0.06 0.000
F -5.387912 -0.462408 -1.459893 -0.07 0.05 -0.05 0.001
H 3.517348 -1.376061 -0.465407 0.03 0.08 -0.07 0.000
Ti -1.915063 0.434842 -0.165617 0.70 -1.17 1.31 0.841
C 0.692019 -3.372834 4.522836 0.00 0.00 -0.01 0.000
H -3.286324 -3.435621 -4.264481 0.00 0.01 -0.01 0.000
C -3.081849 -1.404163 -3.614305 -0.16 0.22 -0.14 0.013
C 0.361800 0.595284 -3.733005 -0.12 -0.06 0.02 0.000
C 3.733793 -0.032675 4.695983 0.03 -0.08 -0.07 0.000
H 3.748830 1.011638 -0.123329 0.00 0.07 -0.02 0.000
C -2.131011 -3.265960 -2.460188 -0.03 -0.03 -0.09 0.012
C -1.927250 0.143187 3.178664 -0.13 -0.04 -0.23 0.001
O -1.326224 1.390468 1.228847 0.25 0.98 1.27 0.000
C 4.804101 -0.432729 5.483395 0.01 0.00 -0.01 0.000
H -1.089429 -2.722660 -0.653436 -0.04 -0.01 0.02 0.001
C -3.637329 -2.019707 2.209350 0.01 0.06 -0.06 0.001
H -2.979216 5.707838 0.172228 0.00 0.00 0.00 0.000
H 4.624966 1.608814 2.587290 0.00 -0.01 -0.01 0.000
H -2.296386 5.578421 -4.053506 0.01 0.01 0.00 0.000

(2)
10
Properties=species:S:1:pos:R:3:forces:R:3:mulliken_charge:R:1 method="wB97M-V/def2-TZVPD" homo_ha=-0.342 charge=0 e_above_lowest_kj_mol=19.0 smiles="NC(=O)CS"
H 0.098343 1.728028 0.491310 -1.36 0.25 0.41 0.213
H -2.032145 -0.271657 -1.384628 0.06 0.08 -0.11 0.135
C 0.852423 -0.099021 -0.047396 -0.03 0.32 0.14 0.548
C -0.419388 -0.807206 0.252018 -0.64 -1.54 0.15 -0.544
H 1.641162 1.784034 -0.000940 0.64 -0.14 -0.25 0.248
H -0.386363 -1.806903 -0.237756 -0.02 0.84 0.15 0.315
O 1.828952 -0.781886 -0.247896 0.66 0.55 -0.25 -0.577
S -1.952874 0.048881 -0.091098 -0.59 0.02 0.16 -0.207
N 0.781099 1.276324 -0.050395 1.35 -0.65 -0.35 -0.389
H -0.411211 -1.070597 1.316782 -0.07 0.29 -0.04 0.259

(3)
49
Properties=species:S:1:pos:R:3:forces:R:3:mulliken_charge:R:1 method="wB97M-V/def2-TZVPD" homo_ha=-0.330 charge=0 e_above_lowest_kj_mol=126.1 smiles="C=C(C)/C(C)=C/C.O.O.O.O.O.O.O.O.O.O"
H 2.101762 -0.550186 -4.160674 0.05 0.08 0.03 0.288
H 2.128820 -3.463152 -1.051853 0.05 -0.10 -0.50 0.370
C 0.546329 -1.687710 0.276465 -0.56 -0.19 -1.40 0.705
H -0.632809 0.245134 -0.983068 0.49 -0.03 0.21 -0.613
H 1.883442 2.550594 0.189090 -0.32 -0.35 -0.02 0.352
O -1.889227 2.074677 3.489008 0.34 -0.09 0.14 -0.663
H 2.475981 -1.357944 -0.797628 -0.28 -0.54 0.11 0.360
H 0.830385 3.633838 0.279035 -0.48 -0.04 0.03 0.216
H 3.083216 1.400928 1.624400 -0.01 0.56 0.11 0.367
H -3.344720 0.841916 2.276549 0.13 -0.03 0.00 0.315
O 0.909950 2.689006 0.103742 0.63 0.29 -0.08 -0.533
C 1.798790 -0.939693 -0.050461 0.80 0.56 -0.08 -0.938
C -0.533711 -0.851907 0.857191 -0.01 1.37 1.65 0.959
O -3.761170 0.156934 2.805082 -0.43 -0.12 0.28 -0.655
H -0.983267 1.348546 0.281063 0.52 -0.18 0.89 -0.047
O -1.141217 -1.099845 -3.445726 0.35 0.11 -0.32 -0.560
H -0.430786 -1.227911 -4.095877 -0.27 -0.29 -0.02 0.336
H -2.145285 4.211707 2.142373 0.30 0.25 -0.08 0.323
O 3.397883 1.882351 0.839518 0.11 -0.26 -0.64 -0.678
H 0.880101 2.874080 -3.208762 0.39 0.08 -0.29 0.315
H -0.502983 -1.855313 2.678300 0.28 0.08 -0.24 0.237
H -1.545815 -0.459085 2.811651 -0.43 0.67 -0.78 0.501
H -2.095601 0.176769 -0.267574 -0.11 -0.41 0.62 0.422
H -1.321416 -3.539134 -2.284274 0.06 -0.11 0.21 0.270
H -3.804280 -0.633737 2.262225 0.01 0.00 -0.17 0.327
H 0.832142 1.422202 1.769752 0.15 0.19 -0.04 0.287
C 1.142584 -3.877959 -0.885411 -0.71 -0.08 0.70 -1.174
C 0.252872 -2.914630 -0.149357 0.23 -0.41 0.50 -0.448
H 0.597242 -4.225121 -1.769791 0.56 0.23 -0.29 0.262
H 1.247405 -4.791349 -0.292097 0.14 0.07 0.10 0.306
C -1.042827 0.291536 0.034122 -1.10 0.12 -2.35 -0.144
H 1.602036 0.055034 -0.467287 -0.25 -0.01 0.32 -0.012
O -1.821797 3.713917 1.380044 -0.39 0.19 0.11 -0.633
H 2.405495 -0.783439 0.847463 -0.07 0.05 -0.01 0.207
O 1.438122 2.208804 -2.781900 -0.89 0.31 0.15 -0.715
H -0.969488 2.126485 3.194510 0.00 0.16 -0.01 0.385
H 1.039505 0.365303 2.845887 0.00 0.00 -0.05 0.410
H 1.448698 0.803816 -3.717808 0.03 -0.52 -0.26 0.393
O 1.346608 1.239820 2.574009 -0.17 -0.13 0.18 -0.743
H 0.857325 1.988817 -2.032876 0.54 0.00 0.40 0.337
O -2.268913 -3.561511 -2.112700 0.08 0.17 -0.38 -0.614
H 3.898002 2.663503 1.079063 0.13 -0.11 0.48 0.280
H -0.725175 -3.311429 0.100244 -0.10 0.11 -0.07 0.514
C -0.890284 -0.985057 2.139409 0.64 -1.74 0.60 -1.347
H -2.534171 -2.829388 -2.686568 -0.21 0.03 0.17 0.333
H -2.375041 2.931735 1.483998 0.20 -0.20 -0.24 0.285
O 1.277955 -0.056675 -4.176205 0.19 0.22 -0.02 -0.677
H -1.877777 1.378311 4.154731 -0.25 0.00 0.02 0.287
H -0.784900 -0.273594 -3.101019 -0.35 0.01 0.37 0.243